# 1
14
Properties=species:S:1:pos:R:3:forces:R:3 method="wB97M-V/def2-TZVPD" spin_multiplicity=1 e_above_lowest_ev=6.0258 fmax_ev_per_a=0.31 smiles="C(=C1CN1)=C1CO1.[H][H]" mol_weight_g_mol=97.12
H 1.580 -2.078 -2.020 0.003 -0.015 0.010
C 0.306 -1.060 0.899 -0.067 0.177 -0.055
H -0.897 -2.885 1.071 0.086 0.098 0.042
H -0.318 -2.191 2.681 0.049 0.038 -0.162
H 0.662 2.230 -2.203 -0.059 -0.053 0.140
C 0.327 0.111 0.353 -0.006 0.031 -0.007
C 0.011 2.161 -1.335 -0.124 -0.052 -0.282
O 1.120 -2.144 1.079 0.159 0.052 -0.043
H -0.004 3.133 0.549 0.024 -0.089 -0.056
C -0.242 -2.193 1.595 -0.261 -0.030 0.134
N 0.625 2.627 -0.069 0.029 0.073 0.249
H -1.038 2.384 -1.527 0.140 -0.049 0.072
C 0.322 1.269 -0.226 0.009 -0.174 0.044
H 1.580 -2.230 -1.293 0.017 -0.008 -0.088

# 2
9
Properties=species:S:1:pos:R:3:forces:R:3 method="wB97M-V/def2-TZVPD" spin_multiplicity=1 e_above_lowest_ev=0.4720 fmax_ev_per_a=0.88 total_charge=-1 mol_weight_g_mol=317.31
H 1.008 -1.439 0.896 -0.307 0.214 -0.163
C 0.135 -0.915 0.472 -0.034 -0.328 0.152
H -0.326 0.981 -0.538 0.443 -0.422 0.290
I 1.917 0.197 -1.713 0.051 -0.008 0.004
Cl -3.652 1.354 -1.384 0.215 -0.063 0.074
H -0.614 -0.777 1.269 0.239 -0.001 -0.353
I 1.305 1.716 1.418 0.048 0.000 0.020
H -0.304 -1.547 -0.318 0.116 0.305 0.276
C 0.532 0.429 -0.103 -0.772 0.301 -0.298

# 3
89
Properties=species:S:1:pos:R:3:forces:R:3 method="wB97M-V/def2-TZVPD" spin_multiplicity=1 e_above_lowest_ev=0.8944 fmax_ev_per_a=0.90 total_charge=+3 mol_weight_g_mol=775.73
H -0.097 -4.000 6.148 0.012 0.009 0.015
H -3.176 0.007 -4.628 -0.005 -0.001 -0.002
O 1.756 -2.082 3.051 0.306 -0.109 0.000
H -2.256 -3.604 3.049 0.009 0.005 0.016
C -0.320 3.665 -2.739 -0.039 -0.069 -0.018
H 3.918 5.623 0.217 0.000 0.002 -0.002
C 3.676 -0.959 1.996 0.123 0.027 -0.096
H 4.070 -3.691 1.192 -0.010 -0.004 -0.038
C -0.911 -2.862 4.572 -0.013 0.076 -0.053
C 0.050 0.498 -5.567 -0.051 -0.002 0.013
H -1.799 -4.770 4.293 -0.001 -0.006 -0.012
H -0.826 4.676 -4.552 -0.006 0.004 -0.004
H 4.651 -3.902 -2.506 -0.006 -0.003 0.004
C 2.420 5.794 1.743 -0.009 -0.008 0.002
H 3.667 -2.639 3.321 -0.016 -0.022 0.022
H 2.249 -4.473 -2.638 -0.002 0.001 -0.001
C -3.529 0.806 2.269 0.068 0.104 0.024
O -0.583 -1.646 3.732 -0.064 0.040 0.180
C -0.109 0.162 -3.196 0.105 0.007 -0.074
C 2.553 -3.470 -2.373 0.016 0.014 -0.004
C 2.992 5.227 0.611 -0.001 -0.038 -0.018
C -1.489 0.023 -3.299 -0.095 0.035 0.011
H 0.642 0.677 -6.454 -0.002 0.002 -0.003
S 0.572 0.598 2.371 -0.010 0.040 -0.208
H 0.745 3.684 -2.938 -0.010 -0.011 0.022
C -3.070 3.613 -2.240 0.094 -0.028 0.001
C -2.104 0.117 -4.539 0.060 0.017 0.017
H -0.329 3.845 2.031 -0.003 -0.012 -0.024
P 0.448 -1.427 2.608 -0.089 0.018 0.143
H -0.642 -4.357 3.034 0.003 0.002 0.011
Ti -0.759 0.201 0.478 0.522 -0.128 0.726
C 3.054 -3.347 1.388 0.063 0.001 -0.082
C 0.258 -3.256 5.434 0.036 -0.047 0.017
H -3.599 -1.948 -1.255 0.001 -0.040 -0.005
C -1.203 4.216 -3.649 -0.064 -0.007 0.008
H 2.823 3.738 -0.915 -0.017 0.007 -0.012
H 3.686 0.125 -1.503 0.008 0.009 -0.010
H 3.137 -0.590 1.121 -0.015 0.005 -0.011
C -2.574 4.188 -3.400 0.045 0.008 -0.011
S -4.809 -0.279 1.832 -0.240 -0.049 0.113
N -2.753 -0.187 0.417 -0.433 -0.035 -0.225
C 0.668 0.397 -4.334 -0.066 -0.028 -0.059
H -2.095 -0.150 -2.413 0.031 0.005 0.003
H -2.578 2.629 -0.403 0.036 -0.007 -0.013
N -2.529 0.750 1.408 -0.140 -0.204 -0.187
C 3.905 -3.147 -2.298 -0.008 -0.016 -0.022
C -4.433 -3.262 0.275 0.011 0.013 -0.006
C 3.124 -2.281 2.450 -0.184 -0.024 0.177
H 3.656 -0.210 2.787 -0.004 -0.031 0.013
H 2.638 -2.966 0.454 -0.008 0.000 0.041
H 0.645 -2.410 6.000 -0.013 0.017 -0.012
H -3.468 -3.582 0.670 0.001 0.016 -0.005
C 0.605 4.228 1.633 0.002 0.033 0.048
H 0.547 -2.754 -2.215 -0.010 0.021 0.001
H -2.784 2.201 3.540 -0.009 -0.014 -0.004
H -5.283 -1.626 -0.869 -0.008 0.007 0.008
H 1.745 0.493 -4.260 -0.005 -0.007 0.019
H 0.788 5.743 3.137 0.000 0.004 -0.001
P 0.292 2.382 -0.362 -0.017 -0.199 -0.138
H 2.380 1.455 -0.802 0.021 0.058 -0.164
H -3.256 4.631 -4.114 -0.002 -0.003 -0.003
H -1.707 -2.452 5.189 -0.027 -0.014 -0.021
H -4.368 1.641 3.936 0.006 -0.010 -0.008
C -1.432 -3.953 3.672 0.018 -0.058 -0.016
C 1.227 5.297 2.255 0.023 -0.011 -0.012
C 2.376 4.158 -0.022 0.015 0.077 0.070
H -5.151 -3.228 1.094 -0.010 0.011 -0.009
H 5.353 -1.606 -1.939 -0.005 0.011 -0.001
C -4.320 -1.908 -0.438 0.048 0.036 0.023
C -0.818 3.076 -1.573 0.019 0.084 -0.132
H 4.716 -1.116 1.705 0.003 0.034 -0.007
C 4.302 -1.858 -1.978 -0.047 0.028 0.014
H 2.905 6.629 2.228 0.002 0.000 -0.002
C 3.347 -0.879 -1.725 0.037 -0.080 0.038
C 1.597 -2.501 -2.125 0.034 -0.046 -0.034
N -3.566 1.600 3.326 0.027 0.027 0.004
H -4.134 3.612 -2.047 -0.007 -0.003 0.007
C -2.189 3.050 -1.325 -0.099 0.078 0.006
P 0.701 0.019 -1.616 -0.080 0.177 -0.215
C 1.994 -1.203 -1.794 0.085 0.008 -0.006
H 1.064 -3.705 4.855 -0.023 -0.008 0.005
S -0.225 -2.100 0.811 -0.047 0.203 -0.088
H -4.778 -4.012 -0.433 0.008 -0.005 -0.002
C -3.877 -0.822 0.483 0.002 0.046 -0.026
C -1.333 0.355 -5.668 0.042 0.000 0.007
H -1.809 0.426 -6.637 0.007 0.004 -0.006
H 2.474 -4.207 1.722 0.018 -0.001 0.034
N 1.471 1.508 -1.255 0.017 0.016 0.092
C 1.178 3.662 0.495 0.033 -0.057 0.155

# 4
51
Properties=species:S:1:pos:R:3:forces:R:3 method="wB97M-V/def2-TZVPD" spin_multiplicity=1 e_above_lowest_ev=0.0000 fmax_ev_per_a=0.35 smiles="O=C1C=CC(=O)C(P(O)(O)=S)=C1.COC[C@@H](C)N.COC[C@@H](C)N" mol_weight_g_mol=382.42
H -4.518 -1.403 -4.688 -0.013 -0.005 0.020
H -4.603 -6.783 -4.369 -0.009 0.003 0.002
H -2.709 -2.795 -1.880 -0.039 0.104 0.056
H 1.517 -2.085 2.268 0.109 -0.070 -0.062
C -4.328 -2.473 -4.761 -0.017 -0.001 0.004
O -1.049 -0.097 -0.646 0.089 -0.110 0.069
C 3.905 0.181 1.145 0.037 -0.138 0.180
H 3.710 2.861 3.837 -0.018 -0.019 -0.011
C 1.816 5.774 3.919 -0.010 0.009 -0.008
H -5.310 -5.161 -4.463 0.010 0.011 -0.008
H 2.577 4.452 1.001 0.012 -0.004 0.010
H -1.624 -4.335 -3.626 -0.013 -0.020 0.016
O 2.267 2.987 2.448 -0.064 0.003 0.011
H -5.240 -2.986 -4.451 0.010 -0.008 -0.005
P -0.519 -1.101 0.477 -0.052 0.136 -0.034
C 3.230 0.736 0.148 -0.005 0.071 -0.007
C 3.135 3.653 3.350 0.028 -0.015 -0.029
C 1.972 -1.393 1.565 0.053 0.000 0.020
H -4.135 -2.720 -5.807 0.002 0.001 -0.002
C -3.152 -2.854 -3.869 0.006 0.071 0.016
H 4.811 0.604 1.562 0.035 -0.088 -0.095
H -1.437 0.707 -0.283 -0.066 0.021 -0.012
O -1.006 -0.389 1.847 -0.071 -0.109 -0.102
S -1.054 -2.910 0.267 0.052 -0.024 0.041
O -3.367 -5.323 -3.711 -0.042 0.011 0.018
H 3.205 4.734 5.158 0.019 0.018 -0.029
H 0.747 3.333 4.486 -0.018 0.033 0.015
H 3.837 4.283 2.788 0.005 0.010 0.027
C 2.027 0.047 -0.398 -0.068 -0.049 0.128
O 1.704 0.135 -1.554 -0.063 0.171 -0.064
H 0.891 5.586 3.372 0.013 -0.007 -0.008
H -0.329 0.159 2.257 0.050 0.039 0.053
N -3.529 -2.676 -2.468 0.043 -0.108 -0.053
C 1.277 -0.819 0.582 0.090 0.088 -0.096
H 2.504 6.307 3.260 0.000 0.001 0.001
H 1.570 6.423 4.758 -0.020 -0.013 0.003
C 3.433 -1.110 1.721 0.145 -0.081 0.125
O 4.179 -1.881 2.282 -0.247 0.254 0.007
C -4.390 -5.738 -4.590 0.034 -0.026 -0.018
C -2.572 -4.241 -4.161 0.014 -0.015 -0.015
H 0.904 4.316 1.589 0.029 0.042 0.006
H 1.822 2.924 5.627 0.002 0.023 0.033
C 2.427 4.475 4.431 -0.024 0.020 0.063
H -4.158 -3.431 -2.209 -0.016 0.032 0.005
C 1.811 3.754 1.353 -0.047 -0.100 -0.017
H 1.579 3.055 0.547 -0.011 0.042 -0.031
H -4.070 -5.657 -5.635 -0.009 -0.013 -0.004
H -2.338 -2.148 -4.071 0.004 -0.017 -0.034
H 3.544 1.661 -0.323 0.001 -0.128 -0.146
H -2.367 -4.354 -5.235 0.009 0.028 0.006
N 1.406 3.720 5.154 0.040 -0.072 -0.046

# 5
39
Properties=species:S:1:pos:R:3:forces:R:3 method="wB97M-V/def2-TZVPD" spin_multiplicity=2 s_squared=0.76 e_above_lowest_ev=1.6800 fmax_ev_per_a=5.03 total_charge=-2 mol_weight_g_mol=353.88
H 1.825 2.152 0.781 0.509 -3.803 2.803
B -1.609 2.432 1.498 -0.145 -0.048 0.104
C -1.994 -2.868 -0.190 -0.222 -0.287 0.703
H -1.950 1.464 1.830 -1.722 -3.844 1.788
H -2.813 -1.689 2.383 0.080 -0.140 -0.054
C -1.825 -2.141 2.463 0.575 -0.297 -0.181
H 1.977 3.936 0.800 0.948 3.317 2.287
H 4.456 -2.060 1.599 -0.134 0.413 0.450
H 2.396 2.928 -0.622 3.284 -0.206 -3.799
C 3.510 -2.194 1.075 0.814 0.845 -0.244
O 1.972 -1.081 -0.703 1.071 0.562 0.766
H -2.267 2.767 0.711 -2.740 1.697 -2.855
O -3.743 -0.299 -1.600 1.821 0.499 -3.160
H -3.037 -2.561 -0.122 0.207 0.886 -0.118
H 4.874 0.665 0.747 -0.215 -0.420 0.391
Ag 0.602 0.840 -0.934 -1.075 1.218 0.653
H -2.135 -0.833 -2.885 1.254 -0.537 1.110
H 3.959 1.205 -0.590 -0.686 -0.152 -0.045
H -2.047 -3.907 0.137 0.629 -0.273 0.180
O -1.532 1.797 -1.613 -0.600 -1.681 -2.655
H 2.778 -2.666 1.731 0.061 -0.217 -0.421
C -2.133 1.287 -2.802 0.860 2.033 1.458
H -2.817 2.031 -3.211 -0.569 0.259 0.410
H -1.796 -3.221 2.608 -0.558 -0.238 -0.212
S -0.870 -1.855 0.917 -1.657 2.115 -1.129
H -0.642 2.242 1.058 3.548 -0.752 -1.596
H -1.421 1.142 -3.614 0.646 -0.300 -0.046
H 0.715 3.101 -0.157 -3.737 0.480 -1.516
S 2.755 -0.604 0.530 -0.444 -0.412 -0.316
H 3.822 -2.730 0.179 -0.702 -0.285 -0.091
B 1.728 3.065 0.214 0.074 -0.233 -0.589
C 4.233 0.296 -0.053 0.142 -0.389 -0.318
H 4.774 -0.389 -0.705 0.140 0.039 -0.077
H -1.443 3.106 2.324 0.434 3.064 3.515
O -1.120 -0.396 0.509 1.033 -2.915 0.579
H -3.329 -0.278 -3.691 -1.145 1.005 -0.819
H -1.670 -2.838 -1.230 0.168 0.357 0.214
C -2.894 -0.070 -2.714 -2.044 -1.979 3.166
H -1.290 -1.778 3.340 0.096 0.618 -0.336

# 6
46
Properties=species:S:1:pos:R:3:forces:R:3 method="wB97M-V/def2-TZVPD" spin_multiplicity=6 s_squared=8.79 fmax_ev_per_a=5.19 e_tot_ha=-2486.56146 total_charge=+3 mol_weight_g_mol=635.94
H -1.915 -1.463 4.075 -0.984 -0.494 -0.694
I -1.487 -0.501 -0.564 -2.172 1.073 0.930
Ir 0.755 0.299 3.906 0.021 -2.154 -0.326
H -0.893 -3.533 -1.160 0.236 0.618 -0.495
C -0.903 -3.053 2.203 -2.495 -0.469 0.249
C -2.179 -4.840 1.525 0.475 0.295 -0.146
C 1.249 2.960 1.752 -0.393 -1.076 0.453
H -2.044 -1.606 -3.521 0.491 0.353 0.284
N -0.959 -4.178 1.416 1.195 -0.062 0.124
C -2.737 -1.917 3.436 1.464 1.530 1.837
H 1.285 3.235 0.685 -0.277 -0.250 0.570
P 0.243 -1.508 -2.232 0.572 -0.466 -3.290
C 0.050 -3.244 -1.652 0.712 0.249 -0.653
C -2.950 -4.066 2.293 0.791 0.188 0.536
H -0.345 2.761 4.240 -0.514 -0.812 0.371
Cl -0.164 2.012 -0.997 -0.213 -0.307 -0.838
H -3.902 -4.283 2.712 -0.620 0.180 0.096
H -0.958 -0.169 -3.877 -0.215 -0.221 -0.320
H -0.555 -1.846 -4.487 -0.114 0.220 -0.008
H -3.103 -1.146 2.771 -0.344 0.077 -0.095
S 0.339 -1.811 2.477 0.190 -0.626 -0.260
H 1.509 -0.012 -3.662 -0.218 -0.260 0.119
H -1.645 3.114 0.521 0.505 -0.292 0.683
H -0.193 -4.574 0.873 -0.026 0.239 0.527
N -2.178 -2.998 2.705 0.834 -0.272 -0.563
H 0.151 -3.787 -2.609 0.052 -0.291 0.590
H -2.552 2.017 1.525 -0.050 0.247 0.242
C 1.556 -1.100 -3.523 0.502 -0.747 0.042
C -1.719 2.731 1.554 -1.038 -0.376 -0.355
H 0.892 -3.442 -0.972 -0.142 -0.202 -0.407
H 2.541 -1.347 -3.139 0.138 -0.076 -0.043
H 2.000 0.228 -1.354 -2.433 -1.463 0.170
H -2.426 -5.822 1.151 0.446 0.113 -0.346
H -1.527 1.271 4.239 -0.048 0.680 -0.461
H 1.376 -1.592 -4.485 0.165 0.065 0.401
H 2.157 2.380 1.967 0.119 0.629 0.088
C -0.627 1.766 3.835 0.625 1.314 -0.286
H 1.056 -0.390 0.041 -0.755 0.017 0.240
H 2.083 -1.410 -0.889 -1.219 0.324 -0.111
C -1.016 -1.247 -3.703 -0.376 -0.021 1.499
P -0.148 1.629 2.043 -0.792 4.306 -0.369
H -3.479 -2.271 4.135 -0.400 -0.058 -0.065
H -1.988 3.597 2.228 0.844 -1.216 -0.188
C 1.249 -0.624 -0.989 5.141 0.694 0.264
H 0.315 1.014 5.254 0.358 -0.368 0.157
H 1.156 3.885 2.364 -0.041 -0.830 -0.153